[1]
The following is a DFT calculation (ωB97M-V/def2-TZVPD) of 2 unconnected molecules or ions with the total composition C7H11N2.

Structure (XYZ):
```
20
Properties=species:S:1:pos:R:3:lowdin_charge:R:1
C 2.2006 -0.6147 -0.8354 -0.13
C 3.5301 -0.2340 -0.6677 -0.10
C 2.3199 0.5990 1.0428 -0.13
C 1.4926 -0.0218 0.1362 -0.03
C -2.5200 -2.0398 0.6698 0.10
C -2.6802 -0.7466 0.2182 -0.16
C -1.7557 0.1771 -0.2859 -0.04
N 3.5479 0.5519 0.4273 0.00
N -2.3293 1.5437 -0.5138 0.17
H 1.7324 -1.2501 -1.5407 0.09
H 4.2883 -0.3080 -1.3245 0.08
H 2.3293 1.3837 1.7487 0.09
H -3.3440 -2.5146 1.1349 0.06
H -1.5589 -2.5430 0.8218 0.09
H -3.6826 -0.4872 0.3281 0.09
H -0.7144 0.2205 -0.3575 0.05
H 4.4797 1.0076 0.6603 0.20
H -2.8717 1.5373 -1.4395 0.21
H -1.4666 2.1347 -0.5192 0.18
H -2.9973 1.6044 0.2961 0.18
```

Properties
Net charge: +1
HOMO energy (spin up / spin down) in eV: -11.28 / -11.22
Orbital gap (spin up / spin down) in eV: 6.30 / 7.25

[2]
The following is a DFT calculation (ωB97M-V/def2-TZVPD) of 2 unconnected molecules or ions with the total composition C3H5IO.

Structure (XYZ):
```
10
Properties=species:S:1:pos:R:3:lowdin_charge:R:1
C -0.7371 -1.1035 -0.9423 -0.20
C -1.3928 -0.0919 -0.4450 -0.72
C 0.0623 1.8608 -0.5899 -0.02
O 1.0877 1.4532 0.3008 -0.07
I -3.4170 0.0656 0.1358 0.67
H -1.0312 -2.0328 -1.4034 0.04
H 0.2083 -1.0145 -1.4497 0.04
H -0.6874 2.6881 -0.4829 0.09
H 0.2128 1.5142 -1.6011 0.06
H 0.9905 1.9507 1.1481 0.11
```

Properties
Net charge: 0
HOMO energy (spin up / spin down) in eV: -7.96 / -7.94
Orbital gap (spin up / spin down) in eV: 7.91 / 7.82